# 1
61
Properties=species:S:1:pos:R:3:forces:R:3 method="wB97M-V/def2-TZVPD" smiles="CN1C(=O)C(C)(C)c2cc(S(=O)(=O)N3CCC[C@@H](C(=O)NCc4ccc(Cl)cc4)C3)ccc21" lumo_ha=0.01995 orbital_gap_ev=9.0
C 1.620 5.119 -0.083 0.04 0.15 0.03
N 0.699 4.025 -0.238 0.26 0.16 0.03
C -0.655 4.147 -0.064 -0.18 -0.10 -0.01
O -1.218 5.170 0.244 -0.19 0.11 0.04
C -1.294 2.777 -0.322 -0.24 -0.10 0.00
C -0.096 1.929 -0.649 0.23 0.07 -0.01
C 0.008 0.608 -1.020 -0.09 0.21 0.09
C 1.263 0.116 -1.347 0.11 -0.68 -0.38
C 2.387 0.919 -1.321 0.04 -0.01 -0.03
C 2.300 2.245 -0.925 -0.05 0.08 0.08
C 1.048 2.737 -0.599 -0.13 -0.60 -0.14
H 3.177 2.871 -0.898 0.10 0.07 -0.02
H 3.334 0.515 -1.640 0.16 0.01 -0.04
S 1.394 -1.538 -2.034 0.21 -0.21 -0.35
O 0.078 -2.120 -2.069 -0.06 0.16 0.25
O 2.120 -1.391 -3.263 0.22 0.16 0.19
N 2.302 -2.559 -1.093 -0.61 0.65 -0.51
C 1.689 -3.419 -0.124 -0.52 -0.30 0.40
H 2.175 -4.402 -0.190 -0.05 0.08 -0.03
C 1.826 -2.896 1.319 0.27 0.00 -0.18
C 0.882 -1.718 1.530 0.19 -0.41 0.23
O 1.227 -0.553 1.548 0.20 0.20 0.13
N -0.402 -2.097 1.713 -0.58 -0.10 -0.02
H -0.654 -3.072 1.677 0.15 0.01 0.02
C -1.459 -1.147 1.964 0.05 0.21 0.13
C -2.651 -1.305 1.058 -0.06 -0.10 0.02
C -2.536 -1.833 -0.222 -0.03 0.03 0.14
C -3.643 -1.929 -1.048 -0.13 0.04 -0.03
C -4.877 -1.497 -0.591 0.20 0.02 0.12
C -5.013 -0.971 0.685 -0.04 0.00 -0.08
C -3.900 -0.882 1.500 0.11 -0.07 -0.08
H -4.004 -0.470 2.494 -0.02 0.03 0.13
H -5.977 -0.638 1.033 -0.11 0.02 0.01
Cl -6.263 -1.612 -1.618 -0.16 -0.02 -0.12
H -3.538 -2.333 -2.042 -0.04 -0.04 -0.12
H -1.580 -2.160 -0.605 0.07 -0.03 0.02
H -1.004 -0.160 1.820 -0.10 -0.11 0.10
H -1.783 -1.222 3.009 0.02 0.11 -0.13
H 1.518 -3.697 2.000 -0.03 0.05 -0.07
C 3.289 -2.536 1.606 -0.18 0.26 0.03
C 3.871 -1.619 0.530 0.04 -0.18 -0.07
C 3.689 -2.260 -0.845 0.52 0.42 0.05
H 4.256 -3.199 -0.897 -0.04 0.06 -0.08
H 4.027 -1.615 -1.655 0.22 -0.08 0.04
H 4.932 -1.451 0.723 0.04 0.03 -0.01
H 3.351 -0.662 0.568 0.10 -0.02 -0.01
H 3.870 -3.462 1.649 0.00 -0.04 0.05
H 3.355 -2.046 2.579 0.05 -0.08 0.02
H 0.645 -3.527 -0.418 0.06 -0.21 0.15
H -0.852 -0.038 -1.089 -0.19 -0.05 -0.01
C -2.259 2.877 -1.507 0.13 0.15 0.10
H -1.725 3.161 -2.411 0.00 0.02 -0.12
H -2.743 1.918 -1.674 -0.04 -0.11 -0.03
H -3.016 3.628 -1.297 -0.10 0.05 0.00
C -2.042 2.339 0.938 0.15 0.15 -0.07
H -2.746 3.119 1.223 -0.09 0.04 0.03
H -1.345 2.185 1.759 0.03 -0.04 0.13
H -2.590 1.419 0.751 -0.03 -0.10 -0.02
H 2.354 4.895 0.694 0.02 0.03 -0.01
H 1.038 5.993 0.207 0.08 -0.05 -0.02
H 2.138 5.322 -1.022 0.02 0.02 0.02



# 2
10
Properties=species:S:1:pos:R:3:forces:R:3 method="wB97M-V/def2-TZVPD" smiles="CC(F)(F)C(=O)Br" lumo_ha=0.02066 orbital_gap_ev=10.7
C -1.284 -0.026 1.037 2.10 0.75 -2.47
C 1.278 -0.012 -0.283 0.65 3.24 -0.14
C -0.198 0.134 -0.484 -2.50 -1.42 1.35
O -1.442 0.860 1.795 -0.03 -0.95 -0.46
F -0.526 1.330 -0.951 -0.19 0.89 -0.05
F -0.695 -0.764 -1.409 0.50 0.42 0.93
Br -2.059 -1.789 1.034 -0.16 0.11 0.40
H 1.542 -0.010 0.774 0.02 -0.64 -0.10
H 1.721 -0.782 -0.903 -0.01 -0.13 0.23
H 1.662 1.059 -0.609 -0.38 -2.28 0.32



# 3
60
Properties=species:S:1:pos:R:3:forces:R:3 method="wB97M-V/def2-TZVPD" charge=+2 multiplicity=2 lumo_ha="-0.27974 / -0.32201" orbital_gap_ev="6.7 / 5.6"
Ir -0.137 -0.623 0.297 0.01 0.23 0.20
C 3.240 -0.109 2.779 -0.01 0.00 -0.01
C 2.213 -0.873 2.265 0.00 0.01 0.00
N 1.489 -0.145 1.398 0.03 0.05 0.02
N 2.052 1.098 1.334 -0.04 0.07 0.02
C 3.098 1.125 2.167 0.03 0.00 -0.01
B 1.430 2.163 0.364 -0.01 -0.04 -0.02
N -0.073 2.282 0.747 -0.03 0.01 0.08
C -0.829 3.320 1.122 0.09 -0.01 0.01
C -2.118 2.872 1.358 -0.05 -0.04 0.02
C -2.085 1.513 1.098 0.01 0.04 0.10
N -0.839 1.176 0.738 -0.11 0.09 -0.38
N 1.404 1.488 -1.040 -0.02 -0.06 0.05
C 1.928 1.842 -2.217 0.03 0.00 0.00
C 1.620 0.869 -3.155 0.02 0.01 -0.01
C 0.880 -0.077 -2.468 0.15 -0.11 0.08
N 0.762 0.314 -1.192 -0.08 0.08 -0.17
N 2.067 3.507 0.293 -0.01 0.00 -0.01
C 3.137 4.150 0.849 0.03 0.00 0.01
C 3.184 5.414 0.338 0.01 0.00 0.00
C 2.089 5.480 -0.547 0.00 0.00 -0.01
N 1.422 4.346 -0.579 0.00 0.00 0.01
H 3.989 -0.401 3.493 0.00 0.00 0.00
H 1.960 -1.899 2.464 0.00 -0.02 0.00
H 3.696 2.007 2.291 -0.02 -0.03 0.01
H -0.402 4.306 1.187 0.00 0.00 0.00
H -2.965 3.456 1.673 0.00 0.00 0.00
H -2.861 0.769 1.155 0.01 0.00 0.03
H 2.476 2.764 -2.309 0.00 0.00 0.00
H 1.896 0.853 -4.194 0.00 0.00 0.00
H 0.444 -1.002 -2.806 0.00 0.00 0.00
H 3.803 3.696 1.558 -0.02 0.02 -0.02
H 3.904 6.181 0.566 0.00 0.00 0.00
H 1.766 6.308 -1.158 0.00 0.00 0.00
C -3.993 -0.974 -0.957 0.00 -0.11 -0.09
C -2.657 -0.967 -1.699 0.23 0.56 0.03
C -2.557 -2.146 -2.659 -0.04 0.01 -0.01
C -2.417 0.369 -2.384 -0.11 0.01 0.05
O -1.663 -1.230 -0.681 0.03 -0.69 0.31
H -4.792 -0.876 -1.692 -0.01 -0.01 0.01
H -4.067 -0.132 -0.272 -0.04 0.00 -0.01
H -4.134 -1.905 -0.411 0.00 0.00 0.01
H -3.317 -2.039 -3.434 0.01 0.01 0.00
H -2.730 -3.086 -2.137 0.02 0.00 0.00
H -1.583 -2.172 -3.148 -0.01 -0.02 0.00
H -3.209 0.558 -3.108 -0.03 -0.01 0.02
H -1.473 0.385 -2.920 0.00 0.01 -0.06
H -2.425 1.185 -1.658 0.00 0.00 -0.04
C -0.119 -6.206 0.945 0.00 0.00 0.00
N -0.192 -4.782 1.291 -0.01 0.01 0.00
C -0.453 -4.264 2.535 0.00 -0.01 -0.01
C -0.410 -2.914 2.413 0.11 0.01 0.01
N -0.125 -2.606 1.093 -0.07 -0.05 -0.20
C -0.013 -3.763 0.449 -0.09 -0.02 -0.01
H -0.276 -6.786 1.849 0.00 0.00 0.00
H 0.862 -6.437 0.539 0.00 0.00 0.00
H -0.893 -6.451 0.223 0.00 0.00 0.00
H -0.644 -4.892 3.388 -0.01 0.00 0.00
H -0.558 -2.159 3.166 -0.02 0.00 0.00
H 0.202 -3.884 -0.599 -0.01 0.00 0.00



# 4
23
Properties=species:S:1:pos:R:3:forces:R:3 method="wB97M-V/def2-TZVPD" charge=-2 multiplicity=2 lumo_ha="0.20373 / 0.20257" orbital_gap_ev="2.0 / 6.9"
C -1.876 2.767 -2.580 -0.14 0.00 0.36
C -0.499 -0.856 -0.497 -0.18 0.41 -0.61
C -1.259 -0.917 -1.680 0.49 0.46 0.07
C -0.375 0.430 0.064 1.42 0.02 -0.85
C -1.760 0.237 -2.272 -0.43 -0.13 -0.48
C -0.680 1.555 -0.693 -1.10 0.42 0.99
C -1.458 1.529 -1.847 0.59 -0.53 -0.10
O 0.152 -1.935 -0.113 0.38 -0.86 0.69
H 0.621 -2.014 0.908 -1.06 0.55 -0.92
H -1.227 -1.838 -2.246 -0.46 -0.30 0.20
H 0.334 0.578 0.863 -0.12 -0.20 0.52
H -2.392 0.127 -3.153 0.23 0.08 -0.02
H -0.397 2.518 -0.269 0.02 -0.02 -0.21
H -2.578 2.567 -3.382 -0.14 -0.10 -0.24
H -1.048 3.342 -3.005 0.09 -0.09 0.07
H -2.382 3.439 -1.887 -0.08 0.29 0.00
C 2.700 -1.205 3.485 -0.43 -0.42 1.52
C 2.106 -2.244 2.543 -0.14 -0.10 -0.73
O 0.906 -1.945 2.179 0.73 -0.05 0.75
O 2.755 -3.212 2.149 0.29 -0.11 0.27
H 2.187 -0.289 3.212 0.63 0.48 0.17
H 3.772 -1.197 3.700 0.14 0.24 -1.20
H 2.399 -1.437 4.521 -0.72 -0.04 -0.24



# 5
44
Properties=species:S:1:pos:R:3:forces:R:3 method="wB97M-V/def2-TZVPD" charge=-1 lumo_ha="0.08814 / 0.08816" orbital_gap_ev="6.0 / 6.0"
Pd -0.182 -1.944 -1.599 -1.91 -1.44 -0.67
Cl 0.274 -4.554 -2.916 -0.04 0.51 -0.14
C 0.093 -2.851 -3.439 0.34 0.59 1.00
Cl -2.738 -2.607 -1.676 -0.36 -0.25 0.16
H -0.844 -2.748 -3.975 0.07 0.03 -0.06
H 1.000 -2.531 -3.939 -0.07 -0.07 -0.15
C -3.510 -1.616 1.758 0.01 0.01 -0.03
C -3.457 -0.476 0.967 0.06 0.02 0.09
C -2.238 -0.016 0.507 -0.13 -0.10 -0.04
C -1.076 -0.704 0.854 0.19 -0.25 -0.14
C -1.123 -1.844 1.657 -0.13 -0.03 0.01
C -2.354 -2.300 2.102 0.05 0.06 -0.03
P 0.495 -0.024 0.392 1.12 0.32 0.73
C 0.897 1.252 1.623 -0.21 0.11 -0.23
C -0.023 1.681 2.569 -0.06 0.04 0.07
C 0.307 2.699 3.457 0.06 -0.05 -0.04
C 1.556 3.294 3.393 0.00 0.01 0.01
C 2.486 2.860 2.454 -0.05 0.01 0.06
C 2.159 1.843 1.575 0.12 -0.06 0.07
C 0.413 0.755 -1.192 -0.16 -0.03 -0.26
C 0.705 2.107 -1.401 -0.04 0.03 -0.04
C 0.665 2.607 -2.687 -0.01 0.02 -0.06
C 0.340 1.754 -3.743 -0.06 0.02 0.00
C 0.037 0.422 -3.527 -0.24 0.05 0.11
C 0.037 -0.121 -2.236 1.02 0.25 -0.25
H -4.470 -1.993 2.086 -0.03 -0.01 0.00
H -4.366 0.034 0.683 -0.02 -0.02 -0.03
H -2.194 0.850 -0.141 0.05 -0.02 -0.04
H -0.216 -2.384 1.893 0.00 0.03 -0.03
H -2.408 -3.203 2.694 -0.01 -0.01 0.00
H -1.001 1.220 2.628 0.00 -0.01 -0.05
H -0.414 3.018 4.198 -0.01 0.02 0.00
H 1.811 4.093 4.077 0.01 0.00 0.01
H 3.469 3.312 2.411 0.01 0.01 0.00
H 2.897 1.493 0.864 -0.04 -0.03 -0.06
H 0.957 2.763 -0.578 0.01 -0.03 0.04
H 0.887 3.650 -2.874 0.01 0.00 0.00
H 0.322 2.144 -4.755 0.01 0.03 -0.01
H -0.226 -0.210 -4.368 0.05 0.00 -0.03
O 1.110 -3.358 0.125 0.26 0.28 0.04
S 2.275 -2.508 -0.047 -0.09 -0.24 -0.09
O 3.381 -2.775 0.818 -0.02 0.07 0.11
O 2.564 -2.098 -1.388 0.58 -0.03 0.14
O 1.705 -0.989 0.694 -0.36 0.15 -0.17



# 6
10
Properties=species:S:1:pos:R:3:forces:R:3 method="wB97M-V/def2-TZVPD" lumo_ha="-0.03328 / -0.03360" orbital_gap_ev="7.5 / 7.5"
C -0.253 -0.737 -0.753 -0.66 1.89 3.12
C -0.104 -0.012 1.327 0.75 0.46 -0.35
C 0.743 0.835 0.412 0.34 0.05 -1.54
N 0.572 0.487 -0.806 0.47 -1.94 0.49
O -0.175 -0.584 -3.024 -3.14 -0.61 -0.11
O -0.440 -1.247 0.546 1.37 3.04 -0.38
S -1.286 -0.965 -1.968 3.41 -0.11 -2.68
H 0.494 -0.024 2.228 -0.63 -1.45 0.72
H -1.027 0.556 1.416 -0.28 -0.13 0.59
H 1.479 1.690 0.622 -1.62 -1.21 0.13



E
In order: -61362.432; -80683.515; -41628.845; -15652.099; -76803.203; -19575.559
Unit: eV
Relative energy (zero: lowest compared OMol25 entry of this formula, charge and spin)
In order: 2.5; 14.9; 8.6; 1.4; 33.4; 120.3
Unit: kcal/mol